C25H35BrCl2GaN2OSSi3 | the ωB97M-V functional and the def2-TZVPD basis

Summary:
- HOMO-LUMO gap (spin up / spin down) (hartree) = 0.202 / 0.202
- energy relative to the best compared isomer or geometry (same formula, charge and spin) (kJ/mol) = 1025.0
- E_LUMO (spin up / spin down) (eV) = 2.165 / 2.149

```
! RIJCOSX wB97M-V def2-TZVPD def2/J DEFGRID3
* xyz -1 1
Ga -0.163 0.510 0.179
Cl -1.137 2.676 1.810
C -0.917 2.774 3.554
C -1.364 3.809 4.341
C -1.131 3.744 5.712
C -0.473 2.661 6.260
C -0.026 1.617 5.457
Cl 0.767 0.288 6.232
C -0.234 1.648 4.085
S 0.178 0.497 2.779
H -1.882 4.647 3.896
H -1.471 4.544 6.356
H -0.302 2.615 7.327
C 2.031 1.346 -2.308
Si 2.059 -0.544 -2.078
C 3.658 -0.753 -1.076
C 2.311 -1.291 -3.799
C 0.581 -1.322 -1.252
Si -1.285 -1.178 -2.178
C -1.387 -2.513 -3.515
C -2.029 0.443 -3.433
C -2.618 -1.428 -0.856
Si 0.968 -2.904 -0.437
C -0.482 -4.004 0.045
C 2.243 -3.976 -1.325
C 1.646 -2.120 1.239
C 2.346 -2.718 2.248
C 2.793 -1.981 3.418
C 2.520 -0.675 3.558
C 1.774 -0.085 2.450
N 1.267 -0.800 1.258
H 3.056 1.717 -2.417
H 1.594 1.851 -1.442
H 1.471 1.632 -3.201
H 4.497 -0.332 -1.641
H 3.908 -1.785 -0.842
H 3.581 -0.206 -0.133
H 3.236 -0.930 -4.264
H 1.480 -1.022 -4.455
H 2.367 -2.379 -3.739
H -0.596 -2.351 -4.248
H -2.351 -2.468 -4.034
H -1.275 -3.520 -3.101
H -1.415 0.523 -4.337
H -1.985 1.317 -2.887
H -3.079 0.315 -3.781
H -2.694 -2.477 -0.564
H -3.592 -1.120 -1.248
H -2.426 -0.847 0.053
H -1.056 -4.335 -0.824
H -1.149 -3.481 0.731
H -0.116 -4.898 0.559
H 1.859 -4.269 -2.305
H 2.443 -4.895 -0.763
H 3.195 -3.474 -1.472
H 2.597 -3.768 2.167
H 3.362 -2.501 4.182
H 2.838 -0.083 4.401
H 1.659 1.210 2.378
Br -5.747 2.864 -0.110
C -3.936 3.085 -0.628
C -3.566 4.158 -1.395
C -2.219 4.262 -1.712
C -1.349 3.281 -1.303
N -1.710 2.208 -0.521
C -2.994 2.164 -0.195
H -4.286 4.897 -1.716
H -1.845 5.101 -2.282
H -0.292 3.317 -1.531
H -3.292 1.341 0.443
O -0.412 0.371 -1.771
*
```

***

C25H35BrF16N5O4 | the ωB97M-V functional and the def2-TZVPD basis

Summary:
- HOMO-LUMO gap (hartree) = 0.227
- E_LUMO (eV) = -3.454

```
! RIJCOSX wB97M-V def2-TZVPD def2/J DEFGRID3
* xyz 1 1
C -2.765 -4.655 -1.406
C -1.203 -4.432 -1.261
C -0.751 -2.945 -1.493
Br 1.214 -2.784 -1.246
C -1.149 -2.341 -2.878
N -0.317 -2.987 -3.969
C -0.402 -2.005 -5.023
N -0.550 -2.282 -6.294
C -0.659 -1.175 -7.279
O -0.827 -1.813 -8.550
O -1.533 -0.956 -9.372
N -0.345 -0.676 -4.523
C 0.968 0.023 -4.600
C 0.818 1.614 -4.668
C 1.551 2.266 -3.433
C 1.921 3.781 -3.685
N 1.262 4.722 -2.779
C 0.873 6.015 -3.181
C 0.292 6.725 -2.070
C 0.288 5.802 -0.892
C 0.906 4.621 -1.449
C -0.973 -0.808 -3.164
N -0.593 0.119 -2.120
H -2.901 -5.684 -1.839
H -3.270 -4.564 -0.413
H -3.268 -3.949 -2.113
H -0.649 -5.102 -1.963
H -0.946 -4.678 -0.195
H -1.263 -2.311 -0.714
H -2.211 -2.530 -3.199
H -0.939 -3.760 -4.250
H -0.608 -3.264 -6.576
H -1.556 -0.528 -7.069
H 0.234 -0.500 -7.266
H -2.453 -1.005 -9.032
H 1.442 -0.271 -5.580
H 1.699 -0.280 -3.808
H -0.278 1.874 -4.680
H 1.289 2.006 -5.605
H 2.450 1.636 -3.183
H 0.874 2.226 -2.547
H 1.759 4.075 -4.749
H 3.030 3.873 -3.489
H 1.004 6.459 -4.187
H -0.090 7.769 -2.035
H -0.060 5.967 0.147
H 1.082 3.690 -0.865
H -2.037 -0.488 -3.377
H -1.331 0.767 -1.869
H -0.165 -0.328 -1.314
C -1.725 1.812 2.596
C -0.719 2.078 1.460
C 0.609 1.324 1.541
F 1.309 1.622 2.647
F 1.398 1.655 0.484
F -0.518 3.407 1.352
F -1.332 1.694 0.293
O -1.759 2.745 3.673
C -0.827 2.584 4.704
C 0.162 3.750 4.792
F 0.826 3.926 3.629
F 1.089 3.511 5.747
F -0.218 1.388 4.582
F -1.541 2.525 5.846
H -2.714 1.902 2.145
H -1.676 0.783 2.958
H 0.448 0.241 1.511
H -0.357 4.680 5.031
C 1.396 -1.273 6.648
C 2.142 -2.003 7.781
C 2.967 -3.226 7.377
F 2.217 -4.199 6.824
F 3.557 -3.768 8.469
F 1.261 -2.315 8.757
F 3.002 -1.097 8.328
O 0.016 -1.601 6.458
C -0.291 -2.725 5.692
C -0.980 -3.823 6.508
F -0.226 -4.208 7.555
F -1.187 -4.921 5.742
F 0.812 -3.160 5.053
F -1.141 -2.299 4.723
H 1.375 -0.220 6.933
H 1.948 -1.293 5.706
H 3.757 -2.950 6.672
H -1.941 -3.474 6.892
*
```

***

C25H35CoF5N5O2SSi | the ωB97M-V functional and the def2-TZVPD basis

Summary:
- HOMO-LUMO gap (hartree) = 0.245
- E_LUMO (eV) = -0.004

```
! RIJCOSX wB97M-V def2-TZVPD def2/J DEFGRID3
* xyz 0 1
Co 0.102 -0.682 0.369
C -3.601 2.607 2.668
C -3.281 2.936 1.218
N -1.865 3.207 1.014
C -1.452 4.604 1.102
C -1.415 5.279 -0.261
C -0.972 2.241 0.757
S -1.573 0.638 0.691
N 0.279 2.684 0.554
C 1.320 1.917 0.321
O 1.418 0.651 0.254
C 2.606 2.641 0.080
C 3.764 1.913 -0.182
C 4.961 2.570 -0.408
C 5.012 3.956 -0.375
C 3.862 4.686 -0.113
C 2.662 4.032 0.114
H -4.667 2.417 2.785
H -3.329 3.435 3.324
H -3.059 1.718 2.988
H -3.818 3.833 0.898
H -3.595 2.132 0.553
H -0.479 4.652 1.588
H -2.172 5.097 1.759
H -0.661 4.810 -0.891
H -1.172 6.336 -0.155
H -2.381 5.204 -0.762
H 3.711 0.834 -0.201
H 5.859 2.001 -0.610
H 5.948 4.468 -0.551
H 3.899 5.767 -0.085
H 1.757 4.586 0.319
C 4.047 -4.116 -1.623
N 3.039 -3.094 -1.475
C 2.436 -2.751 -0.308
N 2.842 -3.369 0.815
O 1.545 -1.897 -0.323
H 4.302 -4.202 -2.676
H 3.687 -5.092 -1.288
H 4.961 -3.861 -1.081
H 2.663 -2.634 -2.286
H 3.582 -4.044 0.812
H 2.388 -3.121 1.678
F 0.802 -2.332 2.333
C 0.491 -0.977 2.206
F -0.534 -0.783 3.090
C 1.677 -0.270 2.897
F 2.836 -0.500 2.268
F 1.821 -0.727 4.150
F 1.487 1.049 2.983
C 0.188 -0.282 -2.598
Si -1.113 -1.614 -2.229
C -2.695 -0.893 -2.979
C -0.597 -3.186 -3.151
N -1.234 -1.861 -0.508
C -2.212 -2.657 0.043
C -3.148 -3.379 -0.729
C -4.114 -4.181 -0.154
C -4.209 -4.308 1.227
C -3.296 -3.612 2.004
C -2.321 -2.815 1.433
H 0.314 -0.250 -3.683
H 1.160 -0.448 -2.147
H -0.145 0.712 -2.291
H -2.523 -0.606 -4.018
H -2.966 0.009 -2.427
H -3.552 -1.560 -2.956
H -0.368 -2.973 -4.197
H -1.360 -3.963 -3.130
H 0.299 -3.606 -2.687
H -3.124 -3.322 -1.807
H -4.801 -4.712 -0.800
H -4.965 -4.935 1.678
H -3.331 -3.691 3.084
H -1.630 -2.314 2.088
*
```

***

C25H35GeInN4O6SSe | the ωB97M-V functional and the def2-TZVPD basis

Summary:
- HOMO-LUMO gap (spin up / spin down) (hartree) = 0.272 / 0.242
- ⟨S²⟩ = 0.75
- energy relative to the best compared isomer or geometry (same formula, charge and spin) (kJ/mol) = 63.4
- E_LUMO (spin up / spin down) (eV) = -2.109 / -3.510

```
! RIJCOSX wB97M-V def2-TZVPD def2/J DEFGRID3
* xyz 1 2
In -2.411 0.510 1.256
C -5.133 0.091 -0.573
C -4.656 -1.257 -0.038
N -4.070 -1.175 1.309
C -4.987 -1.164 2.450
C -5.746 0.144 2.658
S -4.705 1.639 2.648
C -5.366 2.562 1.223
C -4.583 2.467 -0.091
N -4.105 1.118 -0.395
H -5.394 -0.033 -1.627
H -6.039 0.408 -0.064
H -5.486 -1.971 -0.063
H -3.869 -1.629 -0.696
H -3.420 -1.949 1.406
H -5.726 -1.970 2.369
H -4.381 -1.360 3.334
H -6.535 0.276 1.921
H -6.229 0.101 3.633
H -6.403 2.250 1.101
H -5.393 3.606 1.531
H -5.228 2.862 -0.885
H -3.704 3.111 -0.035
H -3.477 1.130 -1.192
C 2.032 0.574 4.571
O 0.997 1.282 3.880
C -0.174 0.711 3.629
O -1.045 1.372 3.076
N -0.335 -0.578 4.018
N -1.536 -1.235 3.730
H 2.834 1.292 4.706
H 2.401 -0.260 3.970
H 1.687 0.231 5.547
H 0.468 -1.133 4.262
H -1.878 -1.673 4.576
H -1.370 -1.921 2.999
O -1.527 -0.067 -1.052
Se -0.487 -1.154 -0.413
O 0.846 -0.301 0.198
O -1.250 -1.553 1.005
O -0.016 -2.365 -1.327
C 2.704 1.919 0.324
Ge 2.268 0.401 -0.797
C 1.527 0.822 -2.529
C 1.465 -0.173 -3.504
C 0.891 0.095 -4.738
C 0.387 1.359 -5.009
C 0.454 2.358 -4.047
C 1.018 2.089 -2.810
C 3.567 -1.029 -0.834
C 3.295 -2.222 -0.220
C 4.243 -3.270 -0.213
C 5.453 -3.097 -0.818
C 5.772 -1.881 -1.472
C 7.020 -1.694 -2.114
C 7.311 -0.522 -2.750
C 6.360 0.519 -2.781
C 5.149 0.365 -2.170
C 4.818 -0.834 -1.491
H 3.619 2.397 -0.025
H 2.859 1.578 1.347
H 1.892 2.645 0.323
H 1.858 -1.161 -3.299
H 0.840 -0.682 -5.489
H -0.055 1.569 -5.974
H 0.070 3.347 -4.264
H 1.066 2.875 -2.065
H 2.336 -2.384 0.258
H 4.001 -4.206 0.273
H 6.188 -3.893 -0.815
H 7.741 -2.502 -2.092
H 8.267 -0.390 -3.239
H 6.591 1.441 -3.298
H 4.424 1.172 -2.226
*
```

***

C25H35N5O3 | the ωB97M-V functional and the def2-TZVPD basis

Summary:
- HOMO-LUMO gap (spin up / spin down) (hartree) = 0.249 / 0.086
- ⟨S²⟩ = 0.76
- E_LUMO (spin up / spin down) (eV) = -5.083 / -9.421

```
! RIJCOSX wB97M-V def2-TZVPD def2/J DEFGRID3
* xyz 1 2
N -2.360 -2.552 1.581
C -3.429 -1.750 1.865
C -3.416 -0.941 3.006
C -2.351 -1.051 3.948
C -1.292 -1.889 3.656
C -1.267 -2.473 2.408
H -4.259 -1.591 1.193
H -4.211 -0.268 3.291
H -2.361 -0.454 4.848
H -0.567 -2.100 4.429
H -0.388 -2.970 2.024
N 1.023 3.074 0.906
C 1.734 2.646 1.976
C 2.532 3.522 2.698
C 2.882 4.799 2.233
C 2.244 5.179 1.002
C 1.328 4.286 0.397
H 1.305 1.778 2.453
H 2.997 3.251 3.635
H 3.599 5.441 2.724
H 2.408 6.222 0.773
H 0.977 4.633 -0.563
C -0.564 0.433 -0.204
C -0.035 0.783 -1.445
O 0.543 -0.426 -1.933
C 0.709 -1.182 -0.887
O 1.329 -2.232 -0.926
O 0.103 -0.688 0.183
H -1.635 0.236 -0.167
H -0.426 1.225 0.532
H 0.745 1.544 -1.464
H -0.720 1.167 -2.201
C 4.370 -0.981 0.495
C 5.141 0.223 1.030
C 5.025 0.201 2.565
C 5.869 1.173 3.269
N 6.550 1.922 3.853
H 4.352 -0.913 -0.593
H 3.381 -1.253 0.862
H 4.922 -1.850 0.853
H 4.834 1.173 0.594
H 6.197 0.153 0.770
H 5.435 -0.692 3.037
H 3.976 0.267 2.854
C 1.119 -1.816 -5.288
C 0.741 -3.124 -4.740
C 1.646 -4.304 -5.180
C 2.205 -4.167 -6.523
N 2.623 -4.133 -7.608
H 0.424 -1.072 -4.899
H 0.739 -1.843 -6.310
H 2.143 -1.445 -5.308
H -0.299 -3.438 -4.659
H 0.897 -2.961 -3.674
H 1.287 -5.305 -4.939
H 2.499 -4.256 -4.503
C -6.527 -0.436 -0.108
C -6.587 0.747 0.910
C -6.094 2.014 0.176
C -4.676 1.889 -0.286
N -3.578 1.876 -0.650
H -7.075 -0.258 -1.033
H -6.704 -1.385 0.399
H -5.505 -0.556 -0.466
H -6.007 0.652 1.828
H -7.548 1.073 1.309
H -6.241 2.963 0.691
H -6.711 2.208 -0.701
*
```

***

C25H36As2BaIN3SSe2 | the ωB97M-V functional and the def2-TZVPD basis

Summary:
- HOMO-LUMO gap (hartree) = 0.279
- energy relative to the best compared isomer or geometry (same formula, charge and spin) (kJ/mol) = 0.0
- E_LUMO (eV) = -5.037

```
! RIJCOSX wB97M-V def2-TZVPD def2/J DEFGRID3
* xyz 2 1
Ba 0.047 -0.080 -0.254
C -0.765 0.625 4.400
As 0.413 -0.143 3.052
C 0.863 -1.851 3.897
C 2.068 0.864 3.329
C 2.174 1.696 4.440
C 3.327 2.428 4.681
C 4.397 2.331 3.808
C 4.307 1.497 2.704
C 3.154 0.759 2.448
As 3.128 -0.460 0.918
C 4.589 0.221 -0.176
C 3.975 -2.035 1.700
H -0.409 0.406 5.405
H -1.757 0.192 4.283
H -0.833 1.703 4.261
H 1.682 -1.718 4.600
H 1.140 -2.584 3.142
H -0.013 -2.214 4.434
H 1.353 1.788 5.139
H 3.386 3.067 5.552
H 5.301 2.897 3.985
H 5.159 1.430 2.040
H 5.547 0.125 0.332
H 4.413 1.267 -0.422
H 4.624 -0.365 -1.093
H 4.679 -1.731 2.473
H 4.510 -2.567 0.914
H 3.225 -2.696 2.127
C 0.128 0.303 -4.967
Se -0.522 1.247 -3.396
C 1.002 2.466 -3.211
C 0.638 3.718 -2.437
Se -0.056 3.369 -0.635
C -1.961 3.631 -0.950
H 1.086 -0.168 -4.762
H 0.217 1.009 -5.787
H -0.604 -0.459 -5.221
H 1.323 2.725 -4.221
H 1.828 1.941 -2.728
H -0.122 4.304 -2.952
H 1.518 4.347 -2.311
H -2.131 4.672 -1.210
H -2.459 3.410 -0.009
H -2.332 2.975 -1.733
N -7.825 0.481 -0.567
C -7.081 -0.071 0.403
S -7.697 -0.810 1.724
C -5.600 -0.012 0.181
C -5.030 0.015 -1.088
C -3.650 0.010 -1.208
N -2.823 -0.008 -0.162
C -3.379 -0.017 1.058
C -4.740 -0.026 1.277
H -8.828 0.471 -0.472
H -7.427 1.054 -1.290
H -5.633 -0.010 -1.986
H -3.191 0.010 -2.190
H -2.693 -0.023 1.900
H -5.147 -0.057 2.277
I 1.542 -2.503 -2.520
C 0.457 -3.631 -1.109
C 0.503 -5.012 -1.182
C -0.260 -5.725 -0.269
C -1.027 -5.035 0.659
C -0.990 -3.654 0.647
N -0.252 -2.951 -0.223
H 1.108 -5.510 -1.925
H -0.257 -6.806 -0.291
H -1.644 -5.553 1.378
H -1.571 -3.076 1.356
*
```

***

Number 1: E_tot -213446.056 eV. Number 2: E_tot -155643.796 eV. Number 3: E_tot -107969.373 eV. Number 4: E_tot -182603.022 eV. Number 5: E_tot -40072.320 eV. Number 6: E_tot -302967.812 eV.